Entry 1:
Below is an isolated ion of composition C5H8F2IN2O and charge +1, with properties calculated with the ωB97M-V functional and the def2-TZVPD basis.

Its HOMO energy (spin up / spin down) is -11.46 / -13.77 eV. Its total energy is -877.01971 Eh. As for the total charge: +1. The spin multiplicity is 3.

```
19
C5H8F2IN2O, DFT the ωB97M-V functional and the def2-TZVPD basis
C 0.82907 -1.20224 -0.33736
C 1.54651 -0.05792 0.43454
C 0.18269 1.83764 0.45923
C -1.84799 0.13581 0.51182
C -1.31154 1.32654 -0.22334
N -0.43767 -1.31241 -0.24739
N 1.49176 -2.07261 -1.05393
O 1.26613 1.24194 -0.08454
F -2.18661 2.31847 -0.16270
F -1.17416 1.00786 -1.54541
I -3.68895 -0.72810 0.22289
H 1.33617 -0.20987 1.48274
H 2.55459 -0.20900 0.48319
H 0.16338 2.95265 0.37731
H -0.03348 1.64919 1.53431
H -1.36844 0.00366 1.58113
H -0.81956 -1.95757 -0.83882
H 2.57050 -1.99864 -1.11880
H 0.92763 -2.72539 -1.47486
```

natural (NBO) atomic charge list, values in e, 6 entries: C 0.47; C -0.12; C -0.08; C -0.55; C 0.57; N -0.58

Entry 2:
Below is one molecule with the formula C5H8F2N2, with properties calculated with the ωB97M-V functional and the def2-TZVPD basis.

Its HOMO energy is -9.01 eV. The calculation puts the energy above the lowest of the compared OMol25 structures with the same formula, charge and spin at 4.973 eV. Its total energy is -504.38922 Eh. The structure (SMILES) is NN1CC2(C1)CC2(F)F. The spin multiplicity is 1.

```
17
C5H8F2N2, DFT the ωB97M-V functional and the def2-TZVPD basis
N 2.42524 0.56672 -0.98959
N 1.57017 -0.00962 0.08782
C 0.64190 -1.03605 -0.37068
C -0.63164 0.11449 0.35497
C 0.50276 1.01127 0.30995
C -1.59929 -0.27542 1.36327
C -2.06525 -0.00030 -0.06917
F -2.80558 1.06002 -0.44402
F -2.47822 -1.02439 -0.87301
H 2.04636 0.19928 -1.84078
H 3.34593 0.23537 -0.83071
H 0.70511 -2.10889 0.15192
H 0.73308 -1.12148 -1.38672
H 0.65996 1.64013 -0.55411
H 0.63022 1.63732 1.18314
H -1.65092 -1.27682 1.76285
H -2.02986 0.38839 2.14488
```

natural (NBO) atomic charge list, values in e, 6 entries: N -0.68; N -0.29; C -0.17; C -0.10; C -0.25; C -0.49

Entry 3:
Below is one molecule with the formula C5H8FN, with properties calculated with the ωB97M-V functional and the def2-TZVPD basis.

Its HOMO energy is -8.89 eV. The calculation puts the energy above the lowest of the compared OMol25 structures with the same formula, charge and spin at 4.431 eV. Its total energy is -349.75647 Eh. The structure (SMILES) is C=C(F)/C=C\CN. The spin multiplicity is 1.

```
15
C5H8FN, DFT the ωB97M-V functional and the def2-TZVPD basis
C -0.91508 2.12567 -1.32036
C -0.35029 1.12258 -0.64879
F 0.53191 1.13336 0.34051
C -0.44347 -0.32987 -1.13294
C 0.01790 -1.42563 -0.43968
C 0.83981 -1.71428 0.76197
N 0.30458 -0.85671 2.06856
H -1.20222 3.28145 -1.29743
H -1.54180 1.82156 -2.20099
H -0.92766 -0.17359 -2.16682
H -0.20110 -2.33170 -1.07134
H 1.60254 -1.12832 0.54544
H 1.02975 -2.80455 0.87956
H -0.23064 -1.58058 2.82879
H -0.34121 0.04160 1.61709
```

natural (NBO) atomic charge list, values in e, 6 entries: C -0.52; C 0.36; F -0.33; C -0.28; C -0.17; C -0.27

Entry 4:
Below is a 2-piece molecular cluster, C5H8FN overall, with properties calculated with the ωB97M-V functional and the def2-TZVPD basis.

Its HOMO energy (spin up / spin down) is -7.32 / -7.32 eV. The calculation puts the energy above the lowest of the compared OMol25 structures with the same formula, charge and spin at 5.698 eV. Its total energy is -349.70988 Eh. The spin multiplicity is 1.

```
15
C5H8FN, DFT the ωB97M-V functional and the def2-TZVPD basis
C -2.40103 1.34656 1.55070
C -1.16993 1.67716 1.24717
C 0.41843 0.33890 -0.19221
C 1.09207 1.46594 -0.64716
C 0.04821 -2.17066 -0.70420
N 0.13961 -0.82519 0.05961
F -0.54441 2.72927 1.85929
H -2.90478 1.70828 2.41526
H -2.65230 0.35187 1.24343
H 1.23430 2.29144 0.11083
H 0.40737 1.79027 -1.37304
H 1.99615 1.28479 -1.40193
H -0.69916 -2.72826 -0.24629
H 1.08028 -2.77078 -0.60425
H -0.16055 -1.96002 -1.71922
```

natural (NBO) atomic charge list, values in e, 6 entries: C -0.66; C 0.21; C 0.56; C -0.77; C -0.39; N -0.41

Entry 5:
Below is a 2-piece molecular cluster, C5H8FN2 overall, with properties calculated with the ωB97M-V functional and the def2-TZVPD basis.

Its HOMO energy (spin up / spin down) is -12.89 / -12.89 eV. The calculation puts the energy above the lowest of the compared OMol25 structures with the same formula, charge and spin at 3.355 eV. Its total energy is -404.31803 Eh. As for the total charge: +1. The spin multiplicity is 1.

```
16
C5H8FN2, DFT the ωB97M-V functional and the def2-TZVPD basis
C 2.26160 0.53845 -0.78367
C 1.28728 -0.49709 -0.65554
C 1.06559 0.76251 1.09231
C -0.63442 -1.07026 0.67098
C -2.22144 0.18966 -0.67337
N 2.07982 1.27660 0.38990
N 0.54986 -0.25883 0.48623
F -2.02115 1.50945 -0.54942
H 3.06491 0.79442 -1.38539
H 1.02411 -1.25337 -1.36380
H 0.71487 1.06394 2.10183
H -1.07824 -1.19880 1.56978
H -0.71779 -2.01469 0.10659
H -1.82358 -0.05118 -1.57374
H -3.28817 -0.04951 -0.27294
H 2.55157 2.18140 0.71322
```

natural (NBO) atomic charge list, values in e, 6 entries: C -0.02; C -0.05; C 0.25; C -0.28; C 0.16; N -0.48

Entry 6:
Below is one molecule with the formula C5H8FNO, with properties calculated with the ωB97M-V functional and the def2-TZVPD basis.

Its HOMO energy is -8.51 eV. The calculation puts the energy above the lowest of the compared OMol25 structures with the same formula, charge and spin at 1.772 eV. Its total energy is -425.13997 Eh. The structure (SMILES) is CN/C(C)=C(\F)C=O. The spin multiplicity is 1.

```
16
C5H8FNO, DFT the ωB97M-V functional and the def2-TZVPD basis
C 2.93381 -0.35704 0.13789
N 1.56080 -0.62325 -0.16506
C 0.49847 0.31930 -0.05419
C 0.88270 1.73478 -0.03232
C -0.73770 -0.20320 -0.01487
F -0.90954 -1.54234 -0.03532
C -1.97723 0.55233 0.04745
O -3.07685 0.05839 0.06737
H 3.48404 -1.22760 -0.25378
H 3.18314 0.52012 -0.47847
H 3.13445 -0.16930 1.21116
H 1.32296 -1.54620 0.14588
H 1.42537 1.88233 -0.96928
H 0.02601 2.46835 0.03930
H 1.58688 1.90257 0.79522
H -1.88810 1.66945 -0.05941
```

natural (NBO) atomic charge list, values in e, 6 entries: C -0.41; N -0.59; C 0.20; C -0.66; C 0.18; F -0.32

Entry 7:
Below is one molecule with the formula C5H8FNO, with properties calculated with the ωB97M-V functional and the def2-TZVPD basis.

Its HOMO energy is -9.42 eV. The calculation puts the energy above the lowest of the compared OMol25 structures with the same formula, charge and spin at 2.947 eV. Its total energy is -425.09680 Eh. The structure (SMILES) is C/C=C\C(CF)=N/O. The spin multiplicity is 1.

```
16
C5H8FNO, DFT the ωB97M-V functional and the def2-TZVPD basis
C -1.58972 1.29206 0.55288
C -0.91200 1.09004 -0.76515
C 0.08769 0.23622 -1.02552
C 0.73534 -0.67971 -0.06412
C 2.23718 -0.65885 -0.00855
F 2.74449 -0.83628 -1.28451
N 0.17674 -1.54293 0.70419
O -1.19730 -1.55548 0.59964
H -1.72946 2.38507 0.74359
H -2.56241 0.83570 0.56738
H -1.01533 0.88676 1.37323
H -1.24390 1.71456 -1.58081
H 0.53423 0.20665 -2.02817
H 2.58439 0.33503 0.37231
H 2.59220 -1.44161 0.64844
H -1.44215 -2.26723 1.19514
```

natural (NBO) atomic charge list, values in e, 6 entries: C -0.65; C -0.11; C -0.29; C 0.13; C 0.03; F -0.36

Entry 8:
Below is C5H8FO4Tl as an isolated structure, with properties calculated with the ωB97M-V functional and the def2-TZVPD basis.

Its HOMO energy (spin up / spin down) is -14.54 / -14.94 eV. The calculation puts the energy above the lowest of the compared OMol25 structures with the same formula, charge and spin at 0.824 eV. Its total energy is -768.25893 Eh. As for the total charge: +1. The spin multiplicity is 2.

```
19
C5H8FO4Tl, DFT the ωB97M-V functional and the def2-TZVPD basis
C 1.09342 -0.84261 -0.87439
O 0.51408 0.32859 -1.35896
Tl 0.82225 2.05794 -2.07733
C 1.45802 -1.84434 -1.95899
H 1.99911 -0.58514 -0.29313
H 0.37564 -1.31438 -0.17362
H 1.76417 -2.80114 -1.51064
H 0.60495 -2.03993 -2.62476
H 2.30108 -1.47314 -2.56043
C -0.69788 1.47246 0.01922
O -0.18303 1.79035 1.24304
C -0.81696 1.05375 2.24276
C -1.53633 -0.04259 1.46806
O -1.60125 0.49198 0.14862
O -0.81483 2.35000 -0.85140
F -1.71055 1.87395 2.89158
H -0.07704 0.71508 2.97508
H -0.94666 -0.96791 1.45295
H -2.54819 -0.22293 1.84233
```

Mulliken atomic charge list, values in e, 6 entries: C 0.29; O -0.42; Tl 0.69; C -1.32; H 0.29; H 0.00

Entry 9:
Below is a 2-piece molecular cluster, C5H8IN2 overall, with properties calculated with the ωB97M-V functional and the def2-TZVPD basis.

Its HOMO energy is -12.85 eV. The calculation puts the energy above the lowest of the compared OMol25 structures with the same formula, charge and spin at 2.235 eV. Its total energy is -602.18144 Eh. As for the total charge: +1. The spin multiplicity is 1.

```
16
C5H8IN2, DFT the ωB97M-V functional and the def2-TZVPD basis
C 1.89838 -1.79401 -0.53221
C 0.93568 -0.95056 -1.12726
C 0.52291 -0.89868 0.96998
C -1.16387 2.13757 0.29749
C -1.70319 0.99351 -0.45254
N 1.53352 -1.75899 0.80352
N 0.17713 -0.41546 -0.21567
I -3.22753 -0.27969 0.03268
H 2.81628 -2.20163 -0.90752
H 0.74992 -0.52648 -2.20912
H -0.00065 -0.47117 1.91864
H -1.39260 3.10935 -0.22645
H -0.02142 2.15661 0.24478
H -1.45868 2.23697 1.32781
H -1.61920 0.85167 -1.44867
H 1.95332 -2.18901 1.52454
```

natural (NBO) atomic charge list, values in e, 6 entries: C -0.09; C -0.07; C 0.16; C -0.77; C 0.05; N -0.46

Entry 10:
Below is C5H8INS as an isolated structure, with properties calculated with the ωB97M-V functional and the def2-TZVPD basis.

Its HOMO energy is -8.94 eV. The calculation puts the energy above the lowest of the compared OMol25 structures with the same formula, charge and spin at 0.922 eV. Its total energy is -945.86722 Eh. The spin multiplicity is 1.

```
16
C5H8INS, DFT the ωB97M-V functional and the def2-TZVPD basis
C -2.77118 -0.70663 -1.50941
C -0.21871 -0.29091 0.26463
C -0.55656 -0.73048 -0.96210
C 1.24534 1.61630 0.93126
C 1.10279 0.13990 0.68147
N -1.75466 -1.39746 -1.38428
S 1.54986 -0.81742 2.25616
I 0.82925 -1.23457 -2.53589
H -3.70518 -1.19748 -1.86371
H -2.97559 0.30544 -1.14583
H -1.12964 -0.28835 0.86672
H 0.85983 1.96746 1.80098
H 0.80900 2.21715 0.12652
H 2.21092 1.89137 0.78760
H 1.79651 -0.18975 -0.19326
H 2.70802 -1.28455 1.87914
```

natural (NBO) atomic charge list, values in e, 6 entries: C -0.02; C -0.29; C 0.06; C -0.61; C -0.32; N -0.43